No. 1
C5H6ClN3O3S2 | ωB97M-V/def2-TZVPD

Element x y z (Å)
C 1.517 1.186 -1.230
C 2.575 1.851 -0.784
C -1.059 0.930 1.097
C -0.734 0.595 -0.326
C 1.081 0.701 0.968
N -0.043 1.221 1.776
N 0.647 0.509 -0.329
N -1.034 -2.005 0.823
O -2.936 -0.955 -0.502
O -0.965 -1.771 -1.723
O -0.062 -2.898 0.541
S 2.583 1.784 0.997
S -1.491 -1.194 -0.543
Cl -2.589 0.994 1.622
H 1.251 1.312 -2.247
H 3.209 2.586 -1.188
H -1.320 0.942 -1.217
H 1.423 -0.191 1.590
H -1.948 -2.529 1.162
H -0.103 -3.067 -0.487

Frontier orbital gap, eV: 8.5
2S+1: 1
SMILES: O=S(=O)(NO)[C@H]1C(Cl)=N[C@@H]2SC=CN21
Relative energy (zero: lowest compared OMol25 entry of this formula, charge and spin), kcal/mol: 18.3
Charge: 0
HOMO, eV: -8.2

Here are the Löwdin charges for atoms 1 to 5, given in e: C -0.160; C -0.362; C -0.871; C -0.263; C -0.586

No. 2
C5H6ClNS | ωB97M-V/def2-TZVPD

Element x y z (Å)
C 1.351 -2.084 0.361
C 2.002 -1.095 0.617
C -0.839 0.134 -1.217
C -0.717 0.181 -2.546
C -0.582 1.044 0.908
N -1.025 0.014 -0.005
S -1.708 -1.413 0.604
Cl 3.269 0.060 0.672
H 0.537 -2.816 0.167
H 0.020 -0.251 -3.133
H -1.360 0.652 -3.167
H -0.481 0.584 1.904
H 0.121 1.734 0.453
H -1.335 1.911 1.061

Frontier orbital gap (alpha / beta), eV: 8.3 / 8.3
2S+1: 1
SMILES: C=C=[N+](C)[S-].C#CCl
Relative energy (zero: lowest compared OMol25 entry of this formula, charge and spin), kcal/mol: 138.6
Charge: 0
HOMO (alpha / beta), eV: -7.9 / -7.9

Here are the Löwdin charges for atoms 1 to 5, given in e: C -0.032; C -0.673; C -0.158; C 0.105; C -0.115

No. 3
C5H6CrO3 | ωB97M-V/def2-TZVPD

Element x y z (Å)
O -1.811 0.722 -0.027
C -0.611 0.565 0.145
O 0.237 0.480 -0.845
O -0.053 0.456 1.322
C 1.348 0.158 1.169
C 1.600 0.397 -0.329
C 2.358 -0.691 -1.017
C 1.768 -1.801 -1.480
Cr -3.452 0.861 0.880
H 1.507 -0.885 1.469
H 1.921 0.830 1.813
H 2.060 1.377 -0.510
H 3.448 -0.592 -1.025
H 2.263 -1.990 -2.475
H 0.681 -1.921 -1.463

Frontier orbital gap (alpha / beta), eV: 3.2 / 4.5
2S+1: 5
Relative energy (zero: lowest compared OMol25 entry of this formula, charge and spin), kcal/mol: 0.0
Charge: +2
HOMO (alpha / beta), eV: -16.1 / -16.1

Here are the Löwdin charges for atoms 1 to 5, given in e: O 0.011; C -0.507; O 0.169; O 0.131; C 0.002

No. 4
C5H6CsFO4 | ωB97M-V/def2-TZVPD

Element x y z (Å)
O -1.512 2.251 1.984
C -0.909 1.551 2.809
H -1.342 1.427 3.817
H -0.064 -0.648 0.567
C 0.256 0.768 2.483
H 1.064 1.347 2.022
H 0.656 0.120 3.265
C -0.131 -0.827 -0.739
C 0.230 -2.078 -1.526
O 1.168 -1.604 -2.497
C 1.400 -0.311 -2.357
O 0.697 0.153 -1.272
O 2.179 0.365 -2.943
F -1.424 -0.435 -1.049
H -0.638 -2.488 -2.056
H 0.707 -2.835 -0.894
Cs -2.338 3.243 -1.614

Frontier orbital gap (alpha / beta), eV: 9.7 / 8.5
2S+1: 2
Charge: +1
HOMO (alpha / beta), eV: -13.2 / -13.4

Here are the Löwdin charges for atoms 1 to 5, given in e: O -0.027; C -0.316; H 0.126; H 0.215; C 0.094

No. 5
C5H6F2N2O3 | ωB97M-V/def2-TZVPD

Element x y z (Å)
C 1.149 -0.112 -1.112
C 0.219 1.929 -0.062
C 1.462 -0.820 0.044
C -0.731 -0.222 0.675
C -1.423 -0.917 -0.479
N 1.032 1.275 -0.874
N -0.744 1.176 0.767
O 0.856 -0.622 -2.213
O 0.253 3.093 0.189
O -0.787 -0.744 1.953
F 2.144 -0.378 1.116
F 1.274 -2.164 0.151
H -1.270 -0.223 -1.279
H -2.482 -0.859 -0.060
H -1.162 -1.907 -0.920
H 1.497 1.877 -1.557
H -0.607 1.380 1.779
H -0.680 -1.764 1.881

Frontier orbital gap (alpha / beta), eV: 8.1 / 8.1
2S+1: 1
Relative energy (zero: lowest compared OMol25 entry of this formula, charge and spin), kcal/mol: 63.7
Charge: 0
HOMO (alpha / beta), eV: -8.4 / -8.4

Here are the Löwdin charges for atoms 1 to 5, given in e: C -0.469; C -0.511; C -0.285; C -0.356; C 0.002

No. 6
C5H6F2O | ωB97M-V/def2-TZVPD

Element x y z (Å)
C -1.201 -1.283 -0.651
C 1.674 0.774 -0.723
C -0.620 -0.352 0.089
C -1.127 0.862 0.857
C 1.134 -0.431 0.064
O 2.252 1.626 -0.098
F 1.533 -0.214 1.327
F 1.519 -1.598 -0.398
H -0.645 -2.142 -1.180
H -2.212 -1.478 -0.740
H 1.619 0.722 -1.831
H -2.067 0.537 1.394
H -1.465 1.732 0.265
H -0.396 1.245 1.626

Frontier orbital gap (alpha / beta), eV: 7.7 / 7.4
2S+1: 3
Relative energy (zero: lowest compared OMol25 entry of this formula, charge and spin), kcal/mol: 0.0
Charge: 0
HOMO (alpha / beta), eV: -6.8 / -10.2

Here are the Löwdin charges for atoms 1 to 5, given in e: C 0.037; C -0.222; C -0.198; C -0.067; C -0.484

No. 7
C5H6FNO | ωB97M-V/def2-TZVPD

Element x y z (Å)
C -0.085 1.247 1.064
C -0.066 2.218 -0.092
C 0.206 -0.091 0.976
C 0.643 -0.785 -0.212
C -0.095 -2.006 -0.652
H 0.251 1.863 -1.091
H 0.057 -0.698 1.865
H 1.710 -0.708 -0.415
H -0.919 -2.425 -0.080
H 0.446 -2.733 -1.243
H -1.136 -0.270 -1.110
N -0.225 -0.743 -1.369
O -0.467 3.349 0.102
F -0.319 1.782 2.258

Frontier orbital gap, eV: 9.7
2S+1: 1
SMILES: O=C/C(F)=C\[C@H]1CN1
Relative energy (zero: lowest compared OMol25 entry of this formula, charge and spin), kcal/mol: 78.7
Charge: 0
HOMO, eV: -10.0

Here are the Löwdin charges for atoms 1 to 5, given in e: C -0.234; C -0.171; C 0.010; C -0.354; C -0.133

No. 8
C5H6FNS | ωB97M-V/def2-TZVPD

Element x y z (Å)
C 1.778 -0.215 0.059
C 2.005 -0.379 1.436
C 0.416 0.232 -0.486
C 0.120 1.774 -0.575
C -1.725 0.461 0.414
H 1.200 -0.177 2.126
H 3.001 -0.940 1.702
H -0.194 -0.427 -1.158
H -0.806 1.961 -1.196
H 0.920 2.658 -0.453
H -2.312 1.300 0.835
N -0.344 0.939 0.584
F 2.496 -0.799 -0.985
S -2.339 -0.937 -0.135

Frontier orbital gap, eV: 8.9
2S+1: 1
SMILES: C=C(F)[C@@H]1CN1C=S
Relative energy (zero: lowest compared OMol25 entry of this formula, charge and spin), kcal/mol: 70.6
Charge: 0
HOMO, eV: -9.2

Here are the Löwdin charges for atoms 1 to 5, given in e: C -0.254; C 0.082; C -0.261; C -0.051; C -0.678

No. 9
C5H6INO | ωB97M-V/def2-TZVPD

Element x y z (Å)
C -0.098 -1.793 0.234
C 0.045 -1.022 1.355
C -1.317 0.368 -1.119
C 0.031 0.558 -0.616
C 1.218 1.333 -0.210
N -0.374 -0.680 -0.857
O -0.025 -2.929 -0.125
I -3.000 0.618 0.234
H 0.249 0.064 1.392
H 0.171 -1.530 2.352
H -1.611 0.328 -2.152
H 2.079 0.599 -0.268
H 1.305 1.978 0.809
H 1.328 2.106 -1.028

Frontier orbital gap (alpha / beta), eV: 6.6 / 6.6
2S+1: 1
Relative energy (zero: lowest compared OMol25 entry of this formula, charge and spin), kcal/mol: 117.1
Charge: 0
HOMO (alpha / beta), eV: -7.6 / -7.7

Here are the Löwdin charges for atoms 1 to 5, given in e: C -0.549; C -0.029; C -0.591; C -0.266; C -0.028

No. 10
C5H6INO | ωB97M-V/def2-TZVPD

Element x y z (Å)
C 1.883 -1.264 0.345
C 0.806 0.563 0.063
C -0.082 -0.497 0.036
C 0.503 2.017 -0.091
C -2.067 -1.269 -0.246
N 2.069 0.021 0.186
O 0.594 -1.650 0.207
I -3.509 0.219 0.169
H 2.522 -2.069 0.569
H -0.375 1.994 -0.925
H 0.117 2.407 0.755
H 1.277 2.852 -0.378
H -1.867 -1.835 0.560
H -1.870 -1.490 -1.250

Frontier orbital gap, eV: 9.0
2S+1: 1
Relative energy (zero: lowest compared OMol25 entry of this formula, charge and spin), kcal/mol: 87.9
Charge: 0
HOMO, eV: -8.8

Here are the Löwdin charges for atoms 1 to 5, given in e: C -0.182; C -0.345; C -0.100; C -0.050; C -0.472

No. 11
C5H6INO | ωB97M-V/def2-TZVPD

Element x y z (Å)
C -0.191 0.051 -2.606
C -0.972 1.863 -1.834
C -0.124 0.077 -1.233
C 0.056 -0.375 1.452
C 0.555 -1.058 0.162
N -0.696 1.175 -0.733
O -0.697 1.217 -2.958
I -0.214 -3.025 -0.276
H 0.290 -0.529 -3.369
H -1.373 2.911 -1.714
H 0.727 -0.502 2.326
H -0.937 -0.912 1.732
H -0.101 0.561 1.060
H 1.569 -1.041 0.000

Frontier orbital gap, eV: 9.6
2S+1: 1
Relative energy (zero: lowest compared OMol25 entry of this formula, charge and spin), kcal/mol: 56.9
Charge: 0
HOMO, eV: -9.0

Here are the Löwdin charges for atoms 1 to 5, given in e: C -0.107; C -0.173; C -0.220; C -0.172; C -0.634

No. 12
C5H6INO2 | ωB97M-V/def2-TZVPD

Element x y z (Å)
C 1.669 0.059 -0.475
C 2.726 0.766 -0.123
C 0.385 0.694 -0.302
C -0.456 -1.556 -0.129
C -1.996 0.364 0.356
N -0.708 -0.162 0.044
O 0.225 1.897 -0.399
O -1.456 -2.349 0.100
I 4.657 -0.051 -0.094
H 1.638 -0.968 -0.717
H 2.767 1.926 0.151
H -2.638 -0.444 0.410
H -2.219 0.770 1.363
H -2.304 0.883 -0.491
H -2.288 -1.829 0.307

Frontier orbital gap, eV: 9.5
2S+1: 1
Relative energy (zero: lowest compared OMol25 entry of this formula, charge and spin), kcal/mol: 74.6
Charge: 0
HOMO, eV: -9.2

Here are the Löwdin charges for atoms 1 to 5, given in e: C -0.198; C -0.606; C -0.441; C -0.071; C -0.032

No. 13
C5H6IO2P | ωB97M-V/def2-TZVPD

Element x y z (Å)
C 0.305 0.718 0.058
C 1.331 -0.212 0.207
C -0.922 0.009 0.383
C -2.153 0.398 0.539
C 0.743 -1.613 0.299
O -0.637 -1.432 0.441
O 1.183 -2.365 -0.780
P 0.600 2.561 -0.123
I 3.329 0.243 -0.061
H -2.769 -0.410 0.843
H -2.507 1.352 0.259
H 1.080 -2.247 1.206
H 0.926 -2.148 -1.695
H -0.704 2.781 0.007
H 0.194 2.364 -1.583

Frontier orbital gap, eV: 8.9
2S+1: 1
SMILES: C=C1O[C@@H](O)C(I)=C1P
Relative energy (zero: lowest compared OMol25 entry of this formula, charge and spin), kcal/mol: 0.0
Charge: 0
HOMO, eV: -8.7

Here are the Löwdin charges for atoms 1 to 5, given in e: C -0.515; C -0.693; C -0.330; C 0.083; C -0.483

No. 14
C5H6KN2OSSe | ωB97M-V/def2-TZVPD

Element x y z (Å)
K 0.142 -0.797 -2.093
S 5.387 -0.881 -2.113
C 3.767 -0.821 -2.263
N 2.601 -0.776 -2.368
Se -4.866 -0.959 -2.012
C -3.218 -0.244 -2.118
N -2.150 0.216 -2.162
C -0.050 -0.297 2.605
C -0.113 -0.003 1.126
C -0.322 1.411 0.657
O 0.004 -0.906 0.325
H -0.183 0.588 3.222
H 0.914 -0.756 2.821
H -0.822 -1.030 2.840
H -0.487 2.114 1.470
H -1.167 1.422 -0.035
H 0.564 1.719 0.097

Frontier orbital gap, eV: 7.0
2S+1: 1
Relative energy (zero: lowest compared OMol25 entry of this formula, charge and spin), kcal/mol: 0.0
Charge: -1
HOMO, eV: -4.7

Here are the Löwdin charges for atoms 1 to 5, given in e: K 0.813; S 0.350; C -1.081; N -0.151; Se 0.308

No. 15
C5H6Li2O4Sn | ωB97M-V/def2-TZVPD

Element x y z (Å)
O 0.889 -0.932 -0.096
C 1.713 -0.373 0.689
O 2.383 0.611 0.277
Li 1.367 0.800 -1.506
Li 4.071 1.194 0.730
O -0.372 1.025 -2.159
Sn -0.919 -1.226 -0.486
C -1.383 0.386 -1.831
O -2.517 0.845 -2.348
C -3.734 0.208 -1.969
H -4.543 0.795 -2.414
H -3.771 -0.818 -2.361
H -3.847 0.204 -0.877
C 1.884 -0.918 2.052
C 2.312 -0.170 3.071
H 1.508 -1.931 2.202
H 2.403 -0.587 4.074
H 2.557 0.888 2.952

Frontier orbital gap, eV: 7.3
2S+1: 1
Charge: +2
HOMO, eV: -15.9

Here are the Löwdin charges for atoms 1 to 5, given in e: O -0.311; C -0.590; O -0.125; Li 0.757; Li 0.879

No. 16
C5H6LiO4Sr | ωB97M-V/def2-TZVPD

Element x y z (Å)
O 5.843 0.943 -0.441
C 5.554 0.164 -1.383
O 6.009 0.289 -2.546
O 4.761 -0.877 -1.064
C 4.026 -1.526 -2.100
Li 6.918 1.869 -1.793
H 3.779 -2.520 -1.705
H 4.731 -1.753 -2.910
C 2.760 -0.721 -3.035
C 2.259 -0.623 -1.696
H 3.224 0.173 -3.469
H 2.199 -1.427 -3.663
Sr 1.628 -0.703 1.436
O 0.957 -1.931 -0.050
C 1.109 -1.289 -1.218
H 0.554 -1.860 -1.980
H 1.390 0.241 -1.195

Frontier orbital gap, eV: 5.8
2S+1: 1
Charge: +1
HOMO, eV: -10.5

Here are the Löwdin charges for atoms 1 to 5, given in e: O -0.084; C -0.803; O -0.070; O -0.024; C -0.124

No. 17
C5H6LiO4Zn | ωB97M-V/def2-TZVPD

Element x y z (Å)
C 1.419 -1.041 0.042
C 0.143 -1.409 -0.729
C -1.115 -0.913 -0.083
C -1.905 0.081 -0.576
O -2.892 0.655 0.065
O 2.123 0.030 -0.493
Zn 1.528 1.426 -1.483
Li -1.767 0.777 1.514
H 2.055 -1.948 0.103
H 1.125 -0.801 1.086
H 0.120 -2.508 -0.832
H 0.228 -1.002 -1.750
H -1.398 -1.378 0.875
H -1.649 0.484 -1.576
O -0.025 1.783 1.859
O 1.311 3.303 0.734
C 0.699 2.460 1.246

Frontier orbital gap (alpha / beta), eV: 7.2 / 6.1
2S+1: 2
Charge: 0
HOMO (alpha / beta), eV: -7.5 / -7.6

Here are the Löwdin charges for atoms 1 to 5, given in e: C -0.381; C -0.235; C -0.194; C -0.437; O -0.285

No. 18
C5H6N | ωB97M-V/def2-TZVPD

Element x y z (Å)
C -1.433 0.157 0.160
C -0.177 0.288 -0.035
C -2.675 -0.161 0.052
C 1.152 0.860 0.263
C 0.968 -0.094 -0.827
N 1.778 -0.453 0.377
H -3.248 -0.853 0.525
H -3.303 0.406 -0.474
H 1.566 1.776 0.450
H 1.132 -0.095 -1.912
H 2.746 -0.643 0.353
H 1.494 -1.188 1.068

Frontier orbital gap, eV: 10.8
2S+1: 1
SMILES: C=C=C1[C@H]2[NH2+][C@@H]12
Relative energy (zero: lowest compared OMol25 entry of this formula, charge and spin), kcal/mol: 124.9
Charge: +1
HOMO, eV: -14.4

Here are the Löwdin charges for atoms 1 to 5, given in e: C 0.029; C -0.134; C 0.118; C -0.008; C -0.002

No. 19
C5H6N | ωB97M-V/def2-TZVPD

Element x y z (Å)
C -0.298 1.186 -0.738
C -0.442 0.857 0.827
C 0.630 1.883 0.104
C 1.118 0.660 0.593
C -0.708 -2.284 -0.142
N 0.226 -0.040 -0.231
H -0.946 1.332 -1.511
H 0.588 2.972 0.343
H 2.054 0.581 1.217
H -0.487 -2.711 0.815
H -1.673 -1.876 -0.330
H -0.064 -2.559 -0.948

Frontier orbital gap, eV: 7.3
2S+1: 1
Relative energy (zero: lowest compared OMol25 entry of this formula, charge and spin), kcal/mol: 205.1
Charge: +1
HOMO, eV: -14.4

Here are the Löwdin charges for atoms 1 to 5, given in e: C -0.070; C 0.083; C -0.049; C -0.135; C 0.454

No. 20
C5H6N | ωB97M-V/def2-TZVPD

Element x y z (Å)
C 0.773 -0.070 1.588
C -0.346 -0.712 1.536
C 1.703 0.422 0.700
C 1.005 0.152 -0.424
C -1.425 0.110 -0.613
N -0.264 -0.553 -0.048
H 2.599 0.963 0.835
H 1.070 0.596 -1.386
H -1.232 1.062 -0.215
H -1.356 -0.091 -1.653
H -2.284 -0.294 -0.249
H -0.244 -1.585 -0.071

Frontier orbital gap (alpha / beta), eV: 8.4 / 8.4
2S+1: 1
Relative energy (zero: lowest compared OMol25 entry of this formula, charge and spin), kcal/mol: 169.8
Charge: +1
HOMO (alpha / beta), eV: -15.1 / -15.1

Here are the Löwdin charges for atoms 1 to 5, given in e: C 0.124; C 0.110; C 0.048; C 0.014; C 0.043